# 1
Density functional theory data (ωB97M-V/def2-TZVPD) for a 14-piece molecular cluster, C27H14Cl52F2NO2 overall in a non-equilibrium geometry.

Structure (XYZ):
```
98
Properties=species:S:1:pos:R:3:forces:R:3:lowdin_charge:R:1
C 5.46784 2.49723 1.11077 -0.40 -1.62 -0.73 -0.248
C 4.76821 1.28378 0.93253 0.15 0.61 -0.08 -0.141
C 4.12970 0.79198 -0.43331 1.80 0.04 0.15 -0.179
C 3.99810 1.95559 -1.49923 -1.74 -1.08 1.56 -0.291
C 2.58611 1.78058 -2.19380 0.60 -1.11 0.33 -0.172
C 1.37863 2.00735 -1.22726 -2.52 -0.30 1.29 -0.150
C 0.24670 1.01910 -1.29395 -0.28 1.53 1.49 -0.037
C -0.95349 1.07931 -0.42058 2.58 2.14 0.89 -0.240
C -1.06243 2.17717 0.60425 2.68 -0.10 -1.91 -0.104
C 0.04159 3.19015 0.66466 -0.30 -2.43 -1.73 -0.040
C 1.23888 3.11049 -0.24166 -1.39 -0.68 0.31 -0.171
C 2.33207 4.22145 -0.11660 0.05 -0.80 -0.05 -0.067
N 5.07966 1.83384 -2.58010 1.45 3.27 0.90 0.067
C 5.05554 3.15433 -3.26074 0.24 -0.43 -1.89 -0.443
O 5.22431 3.18190 -4.45392 -0.37 0.67 1.75 0.131
F 4.82587 4.33547 -2.57477 0.23 -1.95 -0.67 0.074
C 6.39174 1.76241 -2.00979 0.81 -1.64 0.28 -0.438
O 6.97473 0.76200 -1.67808 -1.13 1.52 -0.35 0.128
F 7.11234 2.96947 -1.85982 -1.26 -1.02 -0.57 0.042
H 6.46197 2.66202 0.60362 -2.04 0.35 -0.85 0.009
H 5.06714 3.32383 1.74523 0.95 -1.50 0.33 -0.063
H 4.66067 0.63003 1.84927 -1.39 1.21 -0.85 0.009
H 4.74927 -0.08654 -0.79971 -0.69 0.59 0.05 0.105
H 3.12490 0.35509 -0.14156 1.00 0.58 -0.23 0.080
H 2.44816 2.38793 -3.13247 0.28 -0.28 0.92 0.056
H 2.52090 0.68555 -2.52657 -0.38 1.04 0.01 0.109
H 0.30674 0.18804 -2.05286 0.00 1.01 0.92 0.101
H -1.76235 0.31407 -0.52433 1.39 0.54 0.46 0.008
H -1.93580 2.24973 1.30706 1.00 -0.11 -0.90 0.086
H -0.03525 4.01964 1.41751 0.20 -0.91 -0.93 0.092
H 2.01421 5.07255 0.54714 0.05 -0.81 -0.72 0.071
H 2.61431 4.58239 -1.14559 -0.23 -0.24 1.13 0.078
H 3.26554 3.74216 0.31089 -1.01 0.60 -0.66 0.058
C -4.74565 1.70000 -2.54732 0.06 -0.03 0.18 -1.980
Cl -5.26345 3.37060 -2.27234 0.02 -0.23 -0.05 0.496
Cl -4.34755 1.47536 -4.26182 -0.29 -0.03 0.23 0.495
Cl -3.30603 1.36001 -1.56470 -1.11 0.45 -0.88 0.641
Cl -6.06001 0.59272 -2.09518 0.07 0.08 -0.08 0.513
C -2.41795 5.99989 -4.01607 0.20 -0.19 -0.05 -1.995
Cl -2.99430 5.21822 -5.50202 -0.03 0.38 0.28 0.487
Cl -1.52954 7.47822 -4.43153 -0.11 -0.15 0.03 0.529
Cl -3.80621 6.42223 -2.99093 0.45 0.17 0.15 0.465
Cl -1.34952 4.89227 -3.13986 -0.27 0.17 -0.07 0.535
C 3.02851 -1.97495 2.97026 0.01 0.17 -0.09 -1.957
Cl 3.73685 -2.92297 1.65220 -0.08 0.29 0.10 0.496
Cl 2.23153 -3.06468 4.12176 0.25 0.05 -0.05 0.492
Cl 4.30223 -1.06648 3.80528 -0.75 0.19 0.06 0.491
Cl 1.83932 -0.83526 2.29969 0.26 -0.11 0.01 0.526
C 8.01740 5.89051 2.30039 -0.19 -0.13 -0.19 -2.000
Cl 7.75385 5.94122 4.05576 0.04 0.01 -0.13 0.500
Cl 7.63818 7.47801 1.60075 0.06 -0.11 0.09 0.509
Cl 9.71518 5.49076 1.97044 -0.14 0.06 0.05 0.513
Cl 6.96830 4.65764 1.58085 0.93 1.13 0.42 0.633
C -2.07637 -2.35445 4.76140 0.09 0.11 -0.19 -2.026
Cl -0.85836 -1.92056 3.55289 -0.46 0.01 0.29 0.468
Cl -1.57449 -3.83809 5.59812 -0.04 0.11 -0.08 0.507
Cl -2.23883 -1.03792 5.93916 0.01 -0.17 -0.11 0.520
Cl -3.63711 -2.62719 3.96122 0.13 0.00 0.10 0.512
C 0.60669 -5.33741 0.44915 0.00 0.15 -0.04 -2.016
Cl 2.07878 -6.31612 0.60955 -0.14 0.09 0.00 0.513
Cl 1.01311 -3.77059 -0.27184 -0.17 -0.25 0.07 0.518
Cl -0.55547 -6.18341 -0.59007 0.22 0.08 0.03 0.497
Cl -0.11510 -5.08450 2.04953 0.08 -0.08 -0.19 0.492
C -7.82871 5.51298 -5.27674 0.06 -0.01 0.10 -2.022
Cl -6.36430 5.93082 -4.37012 -0.53 -0.09 -0.41 0.454
Cl -8.95233 6.88722 -5.25709 0.09 -0.14 -0.02 0.511
Cl -7.39499 5.12833 -6.95331 -0.04 0.04 0.18 0.517
Cl -8.60510 4.10387 -4.52908 0.09 0.15 -0.09 0.513
C -3.41124 -8.86682 0.48933 0.03 0.05 0.06 -2.033
Cl -3.49211 -9.00164 -1.27779 0.02 0.02 0.18 0.517
Cl -4.79105 -9.71614 1.21094 0.21 0.02 -0.09 0.494
Cl -1.90011 -9.59214 1.06875 -0.17 0.10 -0.08 0.518
Cl -3.46132 -7.15754 0.95340 -0.12 -0.24 0.01 0.500
C 6.31247 -4.51410 4.41106 0.08 0.15 -0.09 -2.015
Cl 7.81582 -5.44594 4.56790 -0.12 0.06 0.01 0.512
Cl 6.66897 -2.93721 3.67776 0.42 -0.78 0.11 0.500
Cl 5.17178 -5.41296 3.39549 0.19 0.01 0.20 0.498
Cl 5.60157 -4.26788 6.01806 0.06 -0.01 -0.16 0.512
C -8.77821 -9.15381 2.36309 0.00 0.09 0.00 -2.030
Cl -10.43922 -8.55865 2.53652 0.22 -0.10 0.07 0.496
Cl -8.01457 -9.25345 3.96084 -0.07 0.00 -0.19 0.520
Cl -8.80145 -10.76376 1.61774 0.01 0.16 0.07 0.515
Cl -7.85600 -8.04202 1.33651 -0.21 -0.09 0.12 0.502
C -12.77516 -6.53265 0.10758 0.07 0.02 -0.04 -2.043
Cl -11.20630 -5.71725 0.23738 -0.21 -0.10 -0.02 0.510
Cl -13.63622 -6.40782 1.65385 0.10 -0.03 -0.15 0.510
Cl -13.73713 -5.76411 -1.16899 0.10 -0.09 0.16 0.517
Cl -12.52233 -8.24210 -0.29005 -0.08 0.20 -0.02 0.501
C -0.22396 2.51443 -6.57356 0.09 0.01 0.10 -2.013
Cl -0.23399 3.86406 -7.72698 -0.01 -0.12 0.08 0.509
Cl 0.38119 1.05351 -7.37866 -0.07 0.15 0.06 0.522
Cl 0.82832 2.91265 -5.20720 -0.18 -0.12 -0.27 0.550
Cl -1.87421 2.22576 -5.98732 0.48 -0.18 -0.15 0.447
C 4.62553 2.46807 5.57237 -0.13 -0.08 -0.25 -1.996
Cl 5.58900 1.17193 6.32071 -0.10 0.15 -0.07 0.497
Cl 2.90093 2.16732 5.87205 0.16 0.00 0.03 0.508
Cl 5.08592 4.02783 6.28477 -0.04 -0.16 -0.03 0.503
Cl 4.92803 2.50602 3.81985 0.17 0.06 1.01 0.606
```
Positions in Å, forces in eV/Å.

Output
Net charge   -1
Kohn-Sham gap   3.95 eV
Spin multiplicity   1
E_HOMO   -3.020 eV



# 2
Density functional theory data (ωB97M-V/def2-TZVPD) for C27H15Br5EuIN2O6 as an isolated structure in a non-equilibrium geometry.

Structure (XYZ):
```
57
Properties=species:S:1:pos:R:3:forces:R:3:lowdin_charge:R:1
Eu 0.07805 -0.24787 0.45977 -0.04 0.31 3.28 1.706
O 0.20184 3.85399 2.47543 0.50 0.48 -0.40 0.144
C 0.15811 2.55115 2.24015 -2.18 -0.44 2.09 -0.468
O 0.86152 1.97377 1.44830 1.02 -0.42 -1.13 -0.067
C -0.86505 1.80526 3.05574 0.41 2.31 -0.04 -0.221
C -1.73784 2.39706 3.94983 1.10 0.38 -0.91 -0.004
C -2.65902 1.57720 4.58038 -0.91 -0.44 0.81 -0.081
C -2.68881 0.22696 4.26721 -0.04 0.08 -0.12 -0.012
C -1.79066 -0.25571 3.33184 -1.40 -3.31 0.06 -0.236
N -0.87796 0.51672 2.77234 2.40 -0.58 -1.62 -0.005
C -1.74749 -1.66902 2.77638 -1.68 3.46 2.57 -0.502
O -2.69687 -2.52914 3.12114 -0.43 -0.94 0.06 0.134
O -0.86379 -1.99162 2.02827 1.64 -1.04 -2.06 -0.075
H 0.83935 4.23900 1.84972 -0.09 0.01 0.15 0.142
H -1.69754 3.46148 4.13108 0.01 -0.01 -0.01 0.117
H -3.35935 1.98680 5.29528 0.01 -0.03 0.00 0.100
H -3.41767 -0.41549 4.74511 -0.03 -0.03 0.02 0.110
H -3.39281 -2.10996 3.64269 0.20 0.11 -0.08 0.104
Br -2.62202 4.57318 -3.94440 -0.02 0.06 -0.06 0.718
C -2.44497 3.28132 -2.58944 0.08 -0.04 0.03 -0.764
C -3.53956 2.89600 -1.82532 0.05 -0.11 0.12 -0.760
Br -5.24049 3.65933 -2.10852 0.05 0.00 -0.02 0.712
C -3.36873 1.92813 -0.82670 -0.33 0.07 0.03 -0.638
Br -4.78977 1.38201 0.30362 0.14 0.04 -0.14 0.758
C -2.14043 1.32851 -0.59894 -0.15 -0.53 0.58 -0.408
O -1.96128 0.38969 0.35017 -0.29 0.70 -1.57 -0.286
C -1.02236 1.72687 -1.37140 0.22 0.28 -0.06 -0.432
O 0.15815 1.16271 -1.10591 -0.80 0.53 -1.06 -0.405
C -1.19290 2.70292 -2.34301 -0.10 -0.02 -0.02 -0.650
Br 0.35369 3.19678 -3.29669 0.08 0.03 -0.11 0.774
C 0.47651 -2.37142 -0.88607 -0.25 -1.78 -2.82 -0.071
C 0.10957 -1.76605 -2.15936 0.22 0.00 0.78 -0.335
C 1.06564 -1.43022 -3.14111 0.51 0.15 -0.07 -0.055
C 0.73429 -0.71809 -4.27050 0.31 -0.13 -0.12 -0.010
C -0.58716 -0.32443 -4.50056 0.09 0.01 0.03 -0.207
C -1.56217 -0.69029 -3.57861 -0.39 -0.05 0.28 0.000
C -1.21998 -1.39440 -2.43875 -0.55 -0.02 0.04 -0.031
C -0.93242 0.42924 -5.68049 0.01 0.03 0.03 -0.168
N -1.20309 1.02345 -6.62862 0.07 -0.17 0.23 0.186
H 1.45871 -2.84271 -0.88314 0.17 0.44 0.36 0.073
H -0.28665 -3.04466 -0.49133 -0.11 0.55 0.63 0.080
H 2.09327 -1.74068 -2.99088 -0.02 0.09 0.00 0.100
H 1.49516 -0.46325 -4.99839 -0.02 -0.02 0.07 0.129
H -2.59313 -0.40624 -3.75358 0.05 -0.03 0.06 0.137
H -2.00128 -1.66816 -1.73664 0.00 0.09 0.02 0.129
Br 2.29026 -0.91854 2.54747 -0.07 0.05 0.18 0.834
C 3.73004 -1.67750 1.58691 -0.04 0.06 0.17 -0.707
C 4.38715 -2.73197 2.19747 0.23 -0.12 -0.18 -0.126
C 5.46141 -3.32304 1.55027 -0.02 -0.03 0.05 -0.071
C 5.86411 -2.85847 0.30763 0.02 0.01 -0.07 -0.075
C 5.19621 -1.80262 -0.29451 0.08 -0.12 0.02 -0.153
C 4.12035 -1.19795 0.34355 0.26 -0.35 0.10 -0.742
I 3.13041 0.32706 -0.62618 0.00 0.39 -0.19 1.159
H 4.05847 -3.08828 3.16377 -0.01 0.03 -0.01 0.104
H 5.97725 -4.15019 2.01980 0.00 0.01 -0.02 0.111
H 6.69816 -3.32098 -0.20383 -0.01 0.01 0.02 0.110
H 5.50555 -1.44764 -1.26843 0.02 0.00 0.01 0.094
```
Positions in Å, forces in eV/Å.

Output
Energy relative to the best compared isomer or geometry (same formula, charge and spin)   74.1 kcal per mole
Kohn-Sham gap (alpha / beta)   4.75 / 4.54 eV
Spin multiplicity   7
⟨S²⟩   12.095
E_HOMO (alpha / beta)   -4.955 / -7.504 eV



# 3
Density functional theory data (ωB97M-V/def2-TZVPD) for C27H16BrCuF6N4O2 as an isolated structure.

Structure (XYZ):
```
57
Properties=species:S:1:pos:R:3:forces:R:3:lowdin_charge:R:1
Cu -1.53109 -1.39895 -1.57195 -0.42 -0.08 0.26 0.267
C -1.38082 2.54114 3.67306 -0.04 -0.12 0.05 -0.095
O -0.79488 3.79373 3.37739 0.19 0.15 -0.12 -0.103
C 0.22666 3.78479 2.45892 -0.10 0.05 0.05 -0.288
C 0.58105 5.01327 1.90877 -0.04 -0.14 0.04 -0.025
C 1.56757 5.07728 0.94269 0.01 0.01 -0.03 -0.060
C 2.20699 3.92750 0.48225 0.01 0.13 0.00 -0.326
C 1.89099 2.71611 1.09116 0.03 -0.02 -0.07 -0.023
C 0.90697 2.63768 2.06268 -0.07 0.05 0.06 -0.005
N 3.23793 4.10349 -0.48550 -0.01 -0.10 -0.05 0.009
N 3.45506 3.25673 -1.40280 0.15 0.18 0.07 0.017
C 2.63069 2.21011 -1.75902 -0.03 -0.18 -0.07 -0.297
C 3.32177 1.08021 -2.22492 0.02 0.07 -0.01 -0.066
C 2.74735 -0.15281 -2.39196 -0.07 -0.06 0.03 -0.038
C 1.35936 -0.37176 -2.10747 -0.03 -0.13 -0.01 -0.357
O 0.80786 -1.48293 -2.14385 0.24 0.14 -0.10 -0.021
C 0.57846 0.85644 -1.80528 0.06 -0.06 -0.02 -0.116
N -0.74880 0.67969 -1.70012 0.20 0.21 -0.13 0.106
C -1.52320 1.72894 -1.55146 -0.10 -0.05 0.05 -0.119
C -1.02087 3.03360 -1.52984 0.03 0.04 0.02 -0.053
C 0.33478 3.22741 -1.59348 -0.01 0.00 0.01 -0.030
C 1.19659 2.11779 -1.68890 -0.08 0.06 0.04 -0.124
H -2.25040 2.74880 4.29428 0.03 -0.03 -0.02 0.089
H -0.69301 1.89170 4.22499 -0.06 0.01 -0.02 0.092
H -1.70067 2.02945 2.76314 0.00 -0.02 0.00 0.089
H 0.05558 5.90103 2.23255 -0.04 0.05 0.03 0.105
H 1.84131 6.02866 0.50035 0.01 -0.02 0.00 0.101
H 2.37928 1.80595 0.77110 0.03 -0.01 -0.01 0.122
H 0.65699 1.66920 2.46944 -0.02 -0.04 0.04 0.105
H 4.38647 1.21275 -2.38219 0.06 -0.01 -0.01 0.096
H 3.33054 -1.00978 -2.70422 0.02 0.00 0.00 0.091
H -2.58213 1.52478 -1.45428 -0.07 0.01 -0.01 0.109
H -1.69840 3.87402 -1.45237 -0.03 0.02 0.00 0.094
H 0.74435 4.22804 -1.57759 0.01 0.00 0.00 0.106
F -2.48103 -1.40586 -3.29904 0.12 -0.01 0.09 -0.633
F -3.18284 -0.08818 0.83089 -0.05 0.06 -0.05 0.028
C -2.21651 -0.93125 1.29809 0.09 -0.08 0.05 -0.255
C -1.47396 -1.70151 0.42232 0.09 0.08 -0.10 -0.032
C -0.53880 -2.49859 1.05942 -0.09 0.02 0.08 -0.245
F 0.25166 -3.34808 0.34778 0.04 0.00 -0.05 0.045
C -0.32338 -2.53080 2.42945 -0.13 0.09 0.05 -0.160
F 0.61739 -3.32643 2.99377 -0.02 0.01 -0.02 0.064
C -1.10129 -1.73301 3.25117 0.01 -0.01 -0.04 -0.162
F -0.92642 -1.74653 4.59606 -0.01 0.00 -0.08 0.061
C -2.06854 -0.92643 2.67624 0.11 -0.14 0.00 -0.173
F -2.84952 -0.16698 3.48708 -0.01 0.02 0.00 0.054
Br -3.60545 -4.86527 -0.33685 -0.02 -0.01 -0.01 0.683
C -1.94216 -5.11230 -1.25248 0.11 -0.03 0.01 -0.747
C -1.26797 -6.31347 -1.06690 -0.02 0.03 0.03 -0.138
C -0.06427 -6.45518 -1.73166 0.09 0.07 -0.08 -0.095
C 0.39797 -5.41519 -2.53161 -0.05 -0.12 0.12 -0.066
C -0.36601 -4.26530 -2.62873 0.04 0.09 -0.02 -0.115
N -1.52744 -4.12572 -1.99265 -0.26 -0.19 0.03 0.064
H -1.66797 -7.08178 -0.42189 0.00 -0.01 0.01 0.083
H 0.51526 -7.36368 -1.61443 0.00 0.00 -0.01 0.093
H 1.34402 -5.48085 -3.04892 0.05 -0.01 -0.03 0.094
H -0.04306 -3.40167 -3.19269 0.01 0.05 -0.06 0.101
```
Positions in Å, forces in eV/Å.

Output
Energy relative to the best compared isomer or geometry (same formula, charge and spin)   0.0 kcal per mole
Net charge   -2
Kohn-Sham gap   5.04 eV
Spin multiplicity   1
E_HOMO   -0.649 eV